The following is a DFT calculation (the ωB97M-V functional and the def2-TZVPD basis) of a 3-piece molecular cluster, C3H13NO3 overall at a distorted geometry.

Geometry as XYZ:
```
20
C3H13NO3, DFT the ωB97M-V functional and the def2-TZVPD basis
H 2.62793 1.70770 1.11229
C 1.12283 1.24058 -1.44948
H -2.86509 -2.55282 -2.49746
H 0.26785 -0.68565 -0.68897
H 0.58256 1.04501 1.92859
C 0.36173 0.36758 -0.37044
O -3.54853 -3.18924 -2.61445
H 0.99423 2.22119 -1.16032
O -1.76458 -0.59178 3.30949
C 1.05181 0.31833 1.16355
H 2.16758 1.12803 -1.22811
H 0.77508 1.46829 -3.42992
H 0.81565 -0.60579 1.78414
O 0.91397 0.75476 -2.74275
H -2.59817 -0.35681 3.80306
H -0.68723 0.79204 -0.09670
H -2.13548 -0.58354 2.41427
H 3.26464 0.16517 1.06850
H -3.84009 -3.34448 -1.72512
N 2.49331 0.70142 1.41981
```

As for the SMILES: NCCCO.O.O. Its maximum force is 3.862 eV/A. The calculation puts the energy above the lowest of the compared OMol25 structures with the same formula, charge and spin at 55.2 kcal per mole. Its total energy is -10952.378 eV. As for the charge: 0. The LUMO energy comes out at 0.377 eV.



The following is a DFT calculation (the ωB97M-V functional and the def2-TZVPD basis) of a 2-piece molecular cluster, C7H15N2O5S overall at a distorted geometry.

Geometry as XYZ:
```
30
C7H15N2O5S, DFT the ωB97M-V functional and the def2-TZVPD basis
O 1.52536 -3.14648 -0.86530
O 0.77137 -1.34838 -2.26923
O 2.78709 -0.99590 -1.09289
H 0.31427 1.09196 -0.73005
S 1.29367 -1.72959 -0.96489
C 1.40079 1.34709 -1.07166
H 1.45427 0.79037 -1.93896
H 1.96546 2.72739 0.71531
H -1.51978 -2.13030 0.20169
H -2.62758 0.84001 -2.35416
H -1.51774 -0.56781 -2.12769
H -3.28775 -0.61944 -1.55723
N -2.07045 0.57911 -0.35460
H 2.94474 1.51873 1.89707
O 0.59227 -1.28679 0.23113
C 2.98525 -0.17525 -0.03010
H 1.17367 1.24634 1.56276
H -2.62026 -2.01581 1.72858
H -3.13790 -1.65111 0.16962
N 2.39207 1.04669 -0.11659
C -1.92059 -0.15748 0.69216
C 2.13816 1.67259 1.16797
H 1.47277 2.34411 -1.32195
H -0.79057 -0.08094 2.52080
C -1.50363 0.60249 1.89139
H -0.92829 1.45136 1.41019
C -2.28033 -1.62219 0.77474
H -2.30527 0.71176 2.56804
O 3.61900 -0.47753 0.93970
C -2.32004 0.03500 -1.67583
```

Its maximum force is 3.686 eV/A. The calculation puts the energy above the lowest of the compared OMol25 structures with the same formula, charge and spin at 0.0 kcal per mole. Its total energy is -31555.855 eV. As for the charge: -1. The LUMO energy comes out at 3.461 eV.



The following is a DFT calculation (the ωB97M-V functional and the def2-TZVPD basis) of C29H52BN6ORu as an isolated structure at a distorted geometry.

Geometry as XYZ:
```
90
C29H52BN6ORu, DFT the ωB97M-V functional and the def2-TZVPD basis
H 0.33654 -2.92847 -3.24197
H -1.31956 2.48473 3.57263
O 0.67534 -0.16197 3.69003
H -0.28856 -0.12287 -2.65637
H -2.38906 -5.10697 1.46453
H -2.38766 4.71663 3.09273
H -0.07316 1.91173 6.23983
H 4.51334 1.01073 3.31113
C -0.52296 -2.58427 -3.80967
H -1.38286 0.83863 -4.23717
H 2.52634 -0.37737 2.80873
H -0.83256 -4.56367 2.08043
H 1.61704 -0.23107 -3.51417
H -1.10426 0.75993 5.38683
C -1.69016 -2.29807 -1.53137
H -0.88756 4.45023 2.19173
N 1.30114 -0.00467 0.46473
H 0.74454 2.04333 -3.34547
C -1.79346 -2.65437 -2.97557
H 1.92944 0.90123 4.96803
H -2.97636 1.55063 -3.89557
H -2.66616 4.04023 -0.95457
C -2.34626 -2.99927 2.03023
H 3.06564 1.80283 -3.08297
H -0.64046 -3.22607 -4.68097
H -1.83736 3.67943 -3.24247
C -1.97386 4.40943 2.13523
H 3.39504 1.93463 2.29153
N -0.95266 1.27683 -1.04137
H 0.25604 3.31743 -4.46937
N -1.17236 1.42983 0.27173
N 1.10794 -0.06947 -0.87857
C 3.29324 -0.23177 2.03713
H 0.16604 0.18903 6.47353
H 0.60904 -0.95717 4.24673
C -2.12266 3.13963 -0.75717
C 4.23874 -1.43087 2.10003
H 5.09204 -1.28697 1.44003
H -3.44326 -2.97627 2.09513
H 4.63204 -1.53957 3.10743
H -3.90526 -2.11317 -3.10297
H 0.57684 3.71233 -2.78097
H 4.19664 -1.74107 -2.84457
C -2.45066 2.98383 1.79953
H -2.30386 5.12143 1.38473
H -3.07656 -2.20457 -4.65487
H -2.15496 -1.10617 3.06203
C 3.48524 0.83953 -3.36537
C -1.76476 -2.13087 3.14033
C -0.08876 0.94903 5.73743
H -2.19346 -4.81697 3.18173
H 3.62594 0.81243 -4.44337
H -2.78536 -0.83157 -3.56917
H -2.95186 1.82893 3.57033
N -1.26586 -1.38667 0.43333
B -0.30876 -0.05637 -1.49287
H 3.74154 -2.35547 1.81753
H 3.34174 -1.71757 -4.38037
C 2.29074 -0.23407 -1.49927
Ru -0.33586 0.35603 1.70023
C -1.32016 2.71813 -3.13737
C 4.04994 1.06653 2.33023
C 3.27754 -0.29537 -0.50627
H -2.10006 -3.71347 -2.96927
N -1.09206 -1.25977 -0.90777
H 2.60214 -2.48767 -2.96657
H 4.46354 0.74383 -2.90107
C -1.94466 1.76553 -4.16007
C 0.90244 0.95193 4.58593
C -2.08206 2.02863 2.94183
C -1.97146 -2.48857 0.68263
C 0.16584 2.95693 -3.44757
C -1.48476 2.33013 -1.70927
C -1.91856 2.54573 0.47573
H -3.54156 3.02603 1.69653
H -0.32846 -1.58367 -4.18767
C -2.28146 -3.09107 -0.54157
H -2.86686 -3.97517 -0.68417
C 3.21514 -1.65437 -3.30237
H -2.05316 -2.51927 4.11493
H -1.93806 2.24403 -5.13667
H 0.82114 1.85273 3.96243
C 2.62184 -0.16087 0.70693
C -1.91026 -4.46087 2.19503
H -0.67006 -2.16637 3.05473
C 2.55044 -0.31377 -2.95577
H 4.32874 -0.42287 -0.65547
H -1.73656 1.01103 2.56163
C -2.97086 -1.90237 -3.61717
H 4.84314 1.20933 1.59853
```

Its maximum force is 2.877 eV/A. Its total energy is -45136.811 eV. As for the charge: +3. As for the multiplicity: 5. The LUMO energy (alpha / beta) comes out at -9.954 / -12.673 eV.



The following is a DFT calculation (the ωB97M-V functional and the def2-TZVPD basis) of C2H10O5 as an isolated structure at a distorted geometry.

Geometry as XYZ:
```
17
C2H10O5, DFT the ωB97M-V functional and the def2-TZVPD basis
O 0.11262 -2.00454 1.25203
H 0.06520 2.08061 -0.48244
H -0.82793 0.95709 0.70695
H -2.49015 2.39975 -0.44512
H -0.16021 -1.11891 1.72645
H -2.39073 0.85644 -0.34946
H 2.72152 -1.69776 0.24000
H -0.53387 -1.43824 -0.66951
H 2.04323 -0.25018 -0.71075
C 0.14238 1.16817 0.17714
H 1.01476 -1.81907 0.85921
O 2.35260 -0.76874 0.37960
C 0.04677 0.03536 -0.86534
O -3.07669 1.62593 -0.37354
H 0.99604 1.10018 0.92117
O 1.03345 -0.51097 -1.51175
O -1.04900 -0.61510 -0.85466
```

Its maximum force is 5.736 eV/A. The calculation puts the energy above the lowest of the compared OMol25 structures with the same formula, charge and spin at 85.0 kcal per mole. Its total energy is -12471.154 eV. As for the charge: 0. The LUMO energy comes out at -0.133 eV.